49
Properties=species:S:1:pos:R:3:forces:R:3 method="wB97M-V/def2-TZVPD" e_lumo_ev="4.739 / 4.726" e_homo_ev="2.727 / 1.434" e_tot_ev=-44490.92230 relative_energy_kj_mol=0.00 molar_mass_g_mol=669.28 homo_lumo_gap_ha="0.0739 / 0.1210" total_charge=-2
Bi -0.22851 -0.15251 -0.10344 -5.0 0.2 0.5
I -4.05282 -3.27287 -0.36100 -3.8 -1.2 2.6
O 0.37508 -2.10015 -2.28498 1.0 -0.5 -0.9
O 0.61892 2.72139 0.32712 1.8 0.1 -0.4
O 2.88963 -1.14470 -0.16664 0.7 0.2 -0.1
N -2.41846 2.29333 -0.60875 -0.4 0.2 0.2
N 0.89517 -2.76767 1.82793 -0.3 1.2 1.4
N -1.80645 1.57767 -2.54103 -0.7 0.2 -0.8
N 1.66065 0.78448 -0.31405 2.2 0.3 0.2
N 0.76120 -0.93914 2.99734 -0.1 -1.8 -0.9
C 3.91291 1.17223 -0.15212 0.6 -0.4 0.1
C 1.66372 2.12429 0.05212 -0.1 -1.8 -0.3
C 0.32413 -1.51083 1.81445 2.2 -2.0 1.9
C -1.22421 0.80906 -3.63597 -0.3 0.0 0.1
C 2.85719 0.06402 -0.21290 -1.5 2.4 -0.1
C -2.60711 2.41639 0.83133 0.0 -0.2 0.2
C -2.00871 -2.60893 -1.92567 3.6 1.8 -1.1
C -1.82029 1.22778 -1.21620 0.5 0.2 -1.1
C 1.52688 -1.85263 3.73569 -0.2 1.1 0.1
C -0.61482 -1.84186 -1.65858 -1.4 -1.4 -0.6
C -2.56864 2.71545 -2.76896 0.3 -0.1 1.6
C 3.13963 2.49985 0.03985 0.2 0.6 0.3
C 0.47763 0.40891 3.43215 -0.1 0.9 0.3
C 0.77472 -3.76937 0.79274 -0.1 -0.4 -0.5
C 1.60350 -2.97757 3.00606 0.1 -1.0 -0.7
C -2.95188 3.16818 -1.53529 0.6 -0.3 -0.6
H -1.78137 -0.12663 -3.78514 0.3 0.1 0.0
H 2.07695 -3.95630 3.14220 -0.1 0.7 0.3
H -0.19629 0.91401 2.72375 0.2 -0.4 0.1
H -2.69321 3.08263 -3.74973 -0.3 0.5 -0.7
H 1.19525 -4.72668 1.14698 -0.2 0.5 0.0
H -2.90470 1.42170 1.21769 0.1 0.5 -0.1
H -3.51699 4.01923 -1.20751 -0.1 0.2 -0.2
H 1.33923 -3.47295 -0.10234 -0.2 0.1 0.2
H -0.28272 -3.93141 0.53680 0.3 0.1 0.0
H -0.00791 0.42613 4.42473 0.2 -0.2 -0.4
H -2.73819 -1.80286 -1.93645 -0.1 -0.5 0.9
H 4.58368 0.95104 0.68665 0.1 0.2 -0.2
H -2.15733 -3.06933 -2.89213 0.9 -0.1 -1.0
H -3.39645 3.16100 1.02026 0.1 -0.3 -0.1
H -2.06221 -3.48301 -1.25547 0.4 1.3 -0.2
H -1.30033 1.41187 -4.54717 -0.1 -0.1 0.1
H -0.15832 0.57605 -3.48476 -0.4 0.1 0.4
H 1.92242 -1.54958 4.70193 -0.1 -0.3 -0.4
H 3.39314 2.99065 0.98717 0.0 0.0 -0.2
H 3.30450 3.21191 -0.78302 0.1 -0.1 0.2
H -1.69554 2.75366 1.37011 -0.4 -0.3 -0.6
H 1.40123 1.01316 3.50125 -0.2 -0.3 0.0
H 4.49609 1.14089 -1.08702 -0.1 0.1 0.3